(1)
30
Properties=species:S:1:pos:R:3:forces:R:3 method="wB97M-V/def2-TZVPD" e_lumo_ev=-4.1 e_homo_ha=-0.40586 gap_ha=0.2550 charge=+1 e_tot_ev=-310563.2645
Ti -0.37878 0.70344 0.61653 -0.7 -1.1 0.7
Se -1.07993 1.95273 2.64353 0.1 -0.3 0.0
Se -1.67616 -0.30637 2.77553 0.3 0.1 -0.5
Se 0.37512 -1.49048 2.59749 -0.1 0.3 0.1
Se 0.51055 -1.61104 0.26160 -0.3 0.1 0.1
Cl -0.48375 2.98945 -0.57565 -0.3 0.5 0.0
C -0.38828 1.89656 -1.93736 -0.1 -0.7 -0.2
C 0.41233 2.19011 -3.02368 0.2 0.0 -0.2
C 0.49046 1.26428 -4.05550 0.0 0.3 0.3
C -0.21032 0.06979 -3.97258 -0.2 -0.2 0.2
C -1.01131 -0.20934 -2.88052 0.1 0.1 -0.1
C -1.15046 0.71629 -1.83785 0.2 0.4 0.1
C -1.98860 0.49980 -0.64222 -0.8 0.1 -0.3
H 0.96108 3.11970 -3.06081 0.0 0.0 0.0
H 1.10751 1.47214 -4.91282 0.1 0.1 -0.1
H -0.14475 -0.65241 -4.76941 0.0 -0.1 -0.1
H -1.57157 -1.13339 -2.84304 0.0 0.0 0.1
H -2.50527 -0.47065 -0.66522 0.3 0.4 0.2
H -2.70530 1.32103 -0.47120 0.2 -0.3 0.0
C 3.53421 3.58802 1.97851 0.0 0.6 0.1
N 3.48417 2.15705 1.73801 0.4 0.2 0.2
C 4.48274 1.33139 2.38922 0.4 -0.4 0.3
C 2.48306 1.66894 1.11651 -1.0 -0.5 -0.9
N 1.57542 1.28396 0.49156 1.2 0.5 0.3
H 4.51666 3.96116 1.69436 0.0 0.0 0.0
H 3.36205 3.79634 3.03536 0.0 0.0 0.0
H 2.77442 4.09037 1.38417 0.0 0.0 0.0
H 5.47319 1.69113 2.10801 0.0 -0.1 0.0
H 4.37779 0.29203 2.08171 0.0 0.1 0.0
H 4.37695 1.40284 3.47486 0.0 0.0 -0.1

***

(2)
27
Properties=species:S:1:pos:R:3:forces:R:3 method="wB97M-V/def2-TZVPD" de_lowest_ev=1.948 e_lumo_ev="0.4 / 0.4" e_homo_ha="-0.27899 / -0.27902" gap_ha="0.2925 / 0.2925" e_tot_ev=-39503.4580
C 0.18075 0.47943 -1.97471 -0.5 0.6 3.3
C -1.84325 0.84942 -2.98057 -0.1 -0.9 -1.5
C -0.51518 0.49258 -3.14975 -0.1 0.8 -1.9
C -0.53837 0.78839 -0.87583 -3.6 0.0 -0.1
C -0.73956 -1.48514 3.57379 2.4 -0.1 -0.4
C 1.36661 -0.62378 2.57793 -0.2 -1.0 -0.9
C 1.36110 0.87373 2.24231 -3.5 -3.1 0.1
C -0.29572 0.82954 0.52754 -2.1 -2.7 3.1
C -0.64299 -1.17761 1.21079 3.4 3.7 -0.9
C 0.38968 0.45837 -4.35444 -2.5 -2.0 -2.7
N -0.01451 -1.15985 2.48666 0.3 0.4 -2.2
O -0.20674 -1.56044 4.65501 -1.0 0.0 1.1
O 0.95900 0.95150 0.85742 4.2 1.3 0.7
S -2.25950 0.88902 -1.30950 0.9 0.8 -0.4
Cl 0.11769 -2.21032 0.03023 0.6 -0.4 -0.3
H 1.17209 0.37036 -1.71886 2.4 -0.5 -0.6
H -2.58383 1.00976 -3.81962 0.9 -0.3 1.4
H -1.71522 -1.67541 3.19855 -1.7 -0.6 0.8
H 2.04459 -1.02928 1.68083 -1.3 0.0 2.5
H 1.56975 -0.87443 3.66348 0.8 0.4 -1.4
H 0.65438 1.29682 2.95982 0.0 0.9 -0.4
H 2.33761 1.10262 2.40879 2.6 1.8 -0.2
H -0.91420 1.41321 1.28327 -0.2 -0.7 -1.4
H -1.62613 -1.40088 1.11007 -3.1 -0.3 0.6
H 1.32216 -0.09546 -4.25500 -0.2 0.1 0.4
H -0.13225 0.06492 -5.31955 0.7 0.0 1.7
H 0.55202 1.42292 -4.70866 0.9 2.0 -0.1

***

(3)
39
Properties=species:S:1:pos:R:3:forces:R:3 method="wB97M-V/def2-TZVPD" multiplicity=4 de_lowest_ev=0.000 e_lumo_ev="-10.5 / -12.5" e_homo_ha="-0.68339 / -0.68376" gap_ha="0.2993 / 0.2247" charge=+3 e_tot_ev=-65211.8780
Re -0.03426 -0.20646 0.11774 -0.1 -0.1 0.2
N 3.59780 -1.56128 2.12712 0.0 0.1 -0.1
C 2.27805 -1.61804 2.16997 -0.1 0.0 0.0
N 1.79263 -0.95475 1.11292 0.1 -0.1 0.2
C 2.92576 -0.51925 0.46973 0.2 0.1 -0.2
N 4.03259 -0.87004 1.05694 -0.1 0.0 0.1
C 2.79438 0.23257 -0.77207 -0.1 -0.1 0.1
C 3.86823 0.66613 -1.52612 0.2 0.0 -0.1
N 3.70327 1.30208 -2.68362 -0.1 -0.1 0.2
C 2.45799 1.49218 -3.08862 0.0 0.1 -0.2
C 1.35066 1.07858 -2.35453 0.0 0.0 0.1
N 1.51460 0.44921 -1.17739 0.2 0.1 -0.2
H 4.26796 -1.96264 2.77635 0.0 0.0 0.0
H 1.72426 -2.12371 2.94412 0.0 0.0 0.0
H 4.88262 0.49038 -1.18528 0.0 0.0 0.0
H 2.31419 1.99665 -4.03758 0.0 0.0 0.0
H 0.34846 1.24853 -2.70738 0.0 0.0 0.0
I -3.50247 -3.49369 -0.06772 -0.2 -0.1 0.1
C -2.15906 -3.18103 -1.63749 0.2 0.0 -0.1
I -0.13264 -2.78948 -0.93307 0.1 0.0 -0.1
H -2.42442 -2.33500 -2.26029 0.0 0.0 0.0
H -2.00286 -4.09338 -2.20749 -0.1 0.0 0.0
N -1.54982 -0.83096 1.57882 0.0 0.2 0.2
N -2.18189 0.25209 2.23795 0.1 0.0 -0.1
C -1.56681 1.43988 2.31263 -0.2 0.0 0.1
N -2.09647 2.41262 3.00772 0.1 -0.1 -0.1
S -0.04569 1.69666 1.51269 0.0 0.1 -0.1
H -2.27128 -1.35039 1.05390 -0.1 -0.1 0.0
H -1.17694 -1.46596 2.29104 -0.1 -0.1 -0.1
H -3.10342 0.08077 2.62491 0.0 0.0 0.0
H -2.94916 2.30714 3.54549 0.0 0.0 0.0
H -1.67131 3.33207 3.00696 0.0 0.0 0.0
F -2.84909 -0.30092 -0.74194 0.0 0.1 0.0
C -1.72133 0.38560 -1.13079 0.0 0.1 0.0
F -1.45728 -0.02980 -2.40580 0.1 0.0 -0.1
C -2.15148 1.87479 -1.24596 -0.1 0.1 0.0
F -2.99259 2.04085 -2.23579 0.0 0.0 -0.1
F -2.74175 2.26181 -0.10320 0.1 -0.1 0.0
F -1.07144 2.64619 -1.44483 0.0 -0.1 0.0

***

(4)
25
Properties=species:S:1:pos:R:3:forces:R:3 method="wB97M-V/def2-TZVPD" de_lowest_ev=6.014 e_lumo_ev="0.2 / 0.6" e_homo_ha="-0.26503 / -0.24771" gap_ha="0.2725 / 0.2690" e_tot_ev=-16814.0682
C 0.11048 1.02884 -4.21416 1.5 -0.9 2.7
C -0.42173 0.91913 -2.93157 -1.2 0.6 -1.3
C 1.49714 1.03764 -4.31167 0.9 0.9 -1.5
C 1.85369 0.89059 -2.08688 0.6 0.7 -0.4
C 0.50117 0.98481 -1.89140 -1.9 -0.5 1.8
C 0.51317 -1.91512 2.23599 -1.1 0.5 2.1
C 0.67153 -2.73170 1.22379 2.5 -1.2 -1.6
C -0.96697 1.44798 2.33950 2.9 1.6 -1.5
C -1.65711 1.17377 1.07609 2.7 -0.5 1.5
C 0.11265 1.08083 -0.54115 1.4 0.4 1.6
N 2.35252 0.98580 -3.28676 0.6 -0.4 -0.9
O -1.07988 1.05088 -0.09655 -1.1 0.0 -0.7
F 1.08422 1.41365 0.39999 -0.8 -0.4 -0.9
H -0.47326 0.93398 -5.04973 -1.4 0.1 -2.0
H -1.54780 0.90939 -2.82668 1.6 0.0 0.3
H 1.99040 1.22205 -5.29651 -0.6 -0.4 0.8
H 2.48809 0.87839 -1.21576 0.4 -0.1 -0.2
H -0.52021 -1.71412 2.70738 1.9 -0.3 -0.5
H 1.48784 -1.58584 2.72611 -1.8 0.3 -0.6
H 0.03691 -3.49141 0.70065 0.1 1.4 0.6
H -1.34454 1.19915 3.26534 -1.6 -1.3 1.6
H 0.08125 1.12764 2.32403 -0.3 -0.3 0.0
H -0.83362 2.52544 2.45610 0.0 0.5 -0.1
H -2.65318 1.21443 1.06668 -3.7 -0.1 -0.7
H 1.77088 -2.70963 0.90163 -1.6 -0.7 0.1

***

(5)
31
Properties=species:S:1:pos:R:3:forces:R:3 method="wB97M-V/def2-TZVPD" multiplicity=8 e_lumo_ev="-12.9 / -15.1" e_homo_ha="-0.71694 / -0.67642" gap_ha="0.2417 / 0.1215" charge=+3 e_tot_ev=-46632.4796
O -4.82756 -1.11271 -2.03485 4.8 1.2 0.4
C -3.71303 -0.83356 -1.94207 -5.7 -1.4 -0.2
Gd -1.19459 -0.23632 -1.79234 0.0 0.3 2.6
O -1.89886 -0.86147 -5.34936 -0.1 0.6 4.7
C -1.87650 -0.70353 -4.20671 -0.6 -0.8 -6.3
C 0.60784 0.10184 -3.56032 2.7 0.7 -4.5
O 1.09988 0.27478 -4.58274 -1.5 -0.6 3.8
C -0.46151 -2.33819 -2.82436 2.3 -6.5 -2.8
O -0.10214 -3.30005 -3.36481 -1.7 4.7 2.6
C -1.30431 1.78602 -3.20780 0.3 5.8 -3.4
O -1.18474 2.71368 -3.88356 -0.6 -4.0 2.9
C -1.82832 0.65685 1.97129 -0.2 0.0 -0.3
N -0.39369 0.48467 2.23502 0.3 -0.2 -0.7
C 0.06977 0.71771 3.60675 -0.1 0.0 0.5
C 0.39411 0.14389 1.20395 0.5 0.1 0.7
O -0.17267 0.02537 0.04394 -0.5 0.0 -0.5
N 1.72110 -0.08324 1.21469 -0.4 0.0 -0.2
C 2.65048 -0.06434 2.34151 0.2 0.2 0.8
C 2.33813 -0.35899 -0.07351 0.4 0.0 -0.3
H -2.32784 0.83241 2.93047 0.0 -0.1 -0.5
H -2.25566 -0.22758 1.47388 0.2 0.0 0.5
H -2.01777 1.50021 1.28471 0.2 0.0 0.4
H 0.33572 -0.23785 4.09892 -0.1 0.6 -0.2
H 0.88537 1.45544 3.62233 -0.3 -0.4 0.1
H -0.78066 1.14092 4.13687 0.2 0.0 0.1
H 3.40731 -0.84428 2.21574 -0.3 0.0 -0.1
H 3.18914 0.89185 2.41771 -0.2 -0.1 -0.2
H 2.11881 -0.23864 3.26905 0.3 -0.1 -0.1
H 1.93330 -1.26223 -0.53752 0.1 -0.2 0.2
H 2.17294 0.45883 -0.77568 0.1 0.2 0.1
H 3.41596 -0.48151 0.06880 -0.3 0.0 0.0

***

(6)
25
Properties=species:S:1:pos:R:3:forces:R:3 method="wB97M-V/def2-TZVPD" de_lowest_ev=6.296 e_lumo_ev="-0.4 / -0.4" e_homo_ha="-0.30986 / -0.30983" gap_ha="0.2954 / 0.2954" e_tot_ev=-15586.8138
C 3.17316 1.21366 0.18593 -1.5 1.6 2.7
C 1.73587 0.77274 -0.10756 3.7 -1.1 -0.4
N 0.92920 1.71556 -0.15484 -2.4 0.9 -0.3
O -0.43542 1.33029 -0.56514 0.8 0.4 1.0
C -1.19449 0.95998 0.65894 -1.5 -0.7 -2.0
C -2.65390 1.27002 0.36328 2.0 -3.9 -1.5
C -3.33257 0.35955 -0.36588 -1.9 1.0 0.6
C -2.79483 -0.86612 -0.83755 1.9 0.1 1.2
C -1.61297 -1.27225 -0.37278 0.7 -0.5 -1.3
C -0.88123 -0.50757 0.56669 0.9 0.0 2.2
N 0.15450 -0.92039 1.23405 -1.6 3.1 0.2
C 1.16336 -1.60642 0.55393 -2.1 -2.4 -1.1
C 1.66392 -0.69182 -0.53765 0.9 0.2 1.0
H 3.48375 2.11640 -0.31436 -0.5 0.8 0.1
H 3.84363 0.54763 -0.20141 1.7 -2.3 -0.5
H 3.31223 1.33264 1.32843 0.0 -0.2 -1.9
H -0.73869 1.40954 1.49469 0.3 0.7 1.1
H -3.03663 2.15765 0.60829 -1.6 3.2 1.2
H -4.42822 0.39189 -0.56854 0.9 0.9 0.2
H -3.33845 -1.44833 -1.49396 -1.1 -1.1 -1.3
H -1.05316 -2.11245 -0.73161 -0.5 -0.8 -0.2
H 0.66727 -2.50056 0.04143 1.4 0.4 0.5
H 1.84906 -1.89780 1.29483 1.4 -0.7 0.5
H 0.86541 -0.62916 -1.22485 -0.4 -0.6 -1.6
H 2.65921 -1.12467 -0.85438 -1.2 0.9 -0.4

***

(7)
34
Properties=species:S:1:pos:R:3:forces:R:3 method="wB97M-V/def2-TZVPD" e_lumo_ev=-0.8 e_homo_ha=-0.09551 gap_ha=0.0661 charge=-1 e_tot_ev=-58830.1297
N -1.53495 3.28046 -1.89399 0.6 -0.2 0.4
P -0.19598 3.93974 -1.46965 -1.7 -0.7 -0.9
N 1.12715 2.88612 -1.33950 -0.1 1.3 -0.5
C 2.34474 2.96522 -1.97215 0.2 -1.0 0.9
S 3.34275 1.61495 -1.59652 0.2 0.1 -0.8
C 1.78463 0.68811 -1.33535 -1.0 -0.1 0.5
O 1.89949 -0.58354 -0.86540 0.2 0.1 0.3
C 1.02885 1.73152 -0.48790 0.5 -0.5 1.3
C 1.57408 2.15439 0.90708 0.4 0.4 0.3
S 1.94300 0.77054 1.95049 0.1 0.5 -0.5
O 0.80975 -0.03194 1.78585 -2.5 -1.4 0.5
O 3.19828 0.21483 1.65388 2.3 -0.2 -0.1
H -1.44977 2.27960 -2.03268 -0.5 0.0 -0.2
H -0.37843 4.60742 -0.23996 0.6 0.3 -0.1
H 0.21307 4.87454 -2.43646 0.7 0.3 0.5
H 2.60528 3.73036 -2.66125 0.0 0.5 -0.2
H 1.22696 0.71263 -2.27385 0.2 0.0 -0.4
H 0.99478 -0.93622 -0.72373 0.0 -0.3 -0.1
H 0.02291 1.40123 -0.26639 -0.5 0.0 -0.6
H 0.76681 2.69076 1.38913 -0.3 0.1 0.3
H 2.41888 2.82747 0.88959 0.4 0.1 -0.3
H 2.04265 1.24237 3.22038 -0.3 0.4 -0.1
C -0.90513 -2.97947 0.94926 0.3 0.5 -0.5
C -1.28818 -3.78963 2.04493 -0.6 -0.3 0.0
C -2.64493 -4.49340 1.87340 -0.6 0.1 -0.8
O -3.07241 -5.28245 2.70772 0.2 -0.1 0.4
C -3.41267 -4.18250 0.69252 0.0 -0.2 0.4
C -3.02685 -3.35696 -0.38590 0.4 0.2 0.0
C -1.62797 -2.74537 -0.25829 0.5 -0.3 0.9
O -1.12032 -2.05590 -1.15085 0.0 0.5 -0.5
O -3.69891 -3.10278 -1.38509 -0.3 0.0 -0.2
O -0.64241 -3.96424 3.07131 0.3 0.1 0.1
H 0.04215 -2.45036 0.97530 0.1 -0.1 0.3
H -4.38733 -4.65750 0.66405 0.0 0.0 -0.2

***

(8)
26
Properties=species:S:1:pos:R:3:forces:R:3 method="wB97M-V/def2-TZVPD" de_lowest_ev=5.202 e_lumo_ev="-3.4 / -4.1" e_homo_ha="-0.42297 / -0.40202" gap_ha="0.2989 / 0.2513" charge=+1 e_tot_ev=-17071.2262
C -1.63541 2.33640 0.96318 2.8 0.8 1.0
C -0.51014 3.11531 1.35120 0.6 -2.8 -1.1
C -1.49880 1.06434 0.55367 3.4 0.2 -0.2
C 0.79927 2.65284 1.28571 -1.1 -2.9 -1.3
C -0.18873 0.56306 0.38108 0.7 -0.2 1.1
C 0.93752 1.31699 0.81985 -1.8 0.2 -0.7
C 2.65591 -0.42838 0.59837 -3.2 1.1 -0.5
C 0.36834 -0.96977 -1.64352 -6.1 -0.3 0.4
C -1.12633 -2.63652 -1.10421 1.5 3.7 -0.4
C 0.07076 -0.76990 -0.14582 2.1 0.7 -0.3
N 2.26106 0.83802 0.58637 -0.6 -0.2 0.3
N -0.04194 -2.36955 -1.91952 1.8 0.6 -0.6
N -0.86092 -1.82450 0.20746 0.1 -1.3 0.7
O 3.43704 -1.23959 0.36484 1.3 -0.4 -0.1
H -2.58028 2.71171 0.95543 -2.4 1.5 0.3
H -0.60834 4.05764 1.67125 -0.8 3.5 1.1
H -2.31315 0.54785 0.20925 -1.9 -1.4 -0.7
H 1.74454 3.12908 1.42348 0.0 1.1 0.7
H -0.37940 -0.19958 -2.20899 1.7 -1.7 0.8
H 1.30299 -0.84217 -1.93886 4.1 0.9 -1.2
H -1.88984 -2.07894 -1.57323 -2.0 0.0 0.2
H -1.17714 -3.61286 -0.93001 -1.2 -4.0 0.9
H 2.78071 1.68035 0.40425 1.6 -0.4 -0.1
H 0.66874 -3.10550 -2.03053 -0.3 0.9 0.4
H -1.69213 -1.60472 0.70701 -1.8 1.5 -0.4
H -0.52433 -2.33162 1.01229 1.4 -1.2 -0.2